Model A:
Entry from OMol25: a 2-piece molecular cluster, C3H10NO overall (the ωB97M-V functional and the def2-TZVPD basis).

```
15
Properties=species:S:1:pos:R:3:nbo_charge:R:1
C 2.81 -0.03 0.79 -0.6416
C 1.36 -0.16 0.83 -0.2803
C 0.68 0.40 -0.18 -0.2042
N -0.78 0.60 -0.09 -0.9382
H 3.42 -0.91 1.11 0.2133
H 3.11 0.10 -0.31 0.2093
H 3.19 0.84 1.45 0.2183
H 0.89 -0.56 1.76 0.2150
H 1.08 0.74 -1.15 0.2080
H -1.15 1.43 -0.61 0.3450
H -1.33 -0.16 -0.46 0.4525
H -0.98 0.69 0.97 0.2643
H -3.98 -1.05 -0.76 0.4818
H -2.91 -1.26 -1.85 0.4658
O -3.11 -0.67 -1.02 -1.0090
```

Calculated values
LUMO energy (alpha / beta)   0.686 / 0.468 eV
HOMO (alpha / beta)   -3.3 / -9.4 eV
Total charge   0
Expectation value of S²   0.752
Spin multiplicity   2



Model B:
Entry from OMol25: a 2-piece molecular cluster, C3H10NO overall (the ωB97M-V functional and the def2-TZVPD basis).

```
15
Properties=species:S:1:pos:R:3:nbo_charge:R:1
C -1.44 1.77 0.95 -0.2490
O -0.67 1.82 -0.23 -0.7361
H -1.03 2.41 1.74 0.1650
H -2.47 2.10 0.80 0.1687
H -1.47 0.76 1.35 0.1756
H -0.93 2.57 -0.78 0.4798
C -0.07 -2.03 0.16 -0.4141
C 1.68 -0.90 -1.04 -0.2737
N 0.86 -0.91 0.08 -0.5994
H -0.60 -2.16 -0.80 0.1724
H -0.78 -1.86 0.95 0.1953
H 0.50 -2.95 0.32 0.1952
H 1.66 -1.71 -1.75 0.1596
H 2.28 -0.03 -1.23 0.1730
H 0.36 -0.04 0.19 0.3877
```

Calculated values
LUMO energy (alpha / beta)   0.770 / 0.745 eV
HOMO (alpha / beta)   -6.2 / -9.7 eV
Total charge   0
Expectation value of S²   0.753
Spin multiplicity   2



model B has the most favorable energy; the next structure is 0.0670 hartree above.